# 1
A cluster of 2 separate species, C27H27N3O2 in total at a distorted geometry, computed with ωB97M-V/def2-TZVPD.

Cartesian coordinates (Å):
N (-2.370, -0.289, -7.455)
C (-1.787, -0.478, -6.455)
C (-1.130, -0.670, -5.182)
C (-1.111, -1.930, -4.551)
C (-0.608, -2.065, -3.256)
C (-0.063, -0.942, -2.578)
C (0.529, -1.028, -1.254)
C (1.710, -0.410, -0.996)
C (2.586, -0.787, 0.116)
C (4.006, -0.278, 0.075)
C (4.570, 0.417, -1.011)
C (5.865, 0.949, -0.933)
C (6.641, 0.745, 0.215)
C (6.121, -0.018, 1.274)
C (4.824, -0.531, 1.192)
O (2.196, -1.490, 1.062)
C (-0.029, 0.302, -3.252)
C (-0.570, 0.437, -4.526)
H (-1.486, -2.796, -5.107)
H (-0.592, -3.050, -2.778)
H (0.069, -1.667, -0.510)
H (2.091, 0.331, -1.715)
H (3.982, 0.570, -1.915)
H (6.264, 1.534, -1.764)
H (7.655, 1.156, 0.282)
H (6.720, -0.200, 2.170)
H (4.412, -1.108, 2.022)
H (0.426, 1.169, -2.763)
H (-0.550, 1.404, -5.037)
C (0.551, 0.300, 4.542)
C (0.683, 0.956, 3.186)
N (-0.581, 1.149, 2.457)
C (-1.354, 2.345, 2.864)
C (-1.198, 3.531, 1.928)
C (-1.184, 0.090, 1.795)
C (-2.379, 0.397, 1.068)
N (-3.320, -0.547, 0.711)
C (-3.280, -1.881, 1.083)
C (-4.251, -2.762, 0.634)
C (-5.228, -2.345, -0.280)
C (-5.270, -0.990, -0.622)
C (-4.356, -0.102, -0.099)
O (-0.687, -1.057, 1.813)
H (1.542, 0.128, 4.973)
H (-0.018, 0.937, 5.228)
H (0.045, -0.664, 4.467)
H (1.079, 1.972, 3.310)
H (1.350, 0.387, 2.535)
H (-2.408, 2.032, 2.903)
H (-1.026, 2.589, 3.888)
H (-1.714, 4.392, 2.362)
H (-0.143, 3.783, 1.785)
H (-1.640, 3.322, 0.951)
H (-2.662, 1.429, 0.869)
H (-2.428, -2.201, 1.679)
H (-4.235, -3.792, 0.981)
H (-5.933, -3.044, -0.729)
H (-6.012, -0.589, -1.316)
H (-4.317, 0.959, -0.335)

Properties
multiplicity	1
highest occupied orbital energy	-6.95	eV
E_tot	-37000.1557	eV
HOMO-LUMO gap	6.251	eV

---

# 2
An isolated molecule of C27H27N3O4, computed with ωB97M-V/def2-TZVPD.

Cartesian coordinates (Å):
O (-1.530, -2.907, 1.154)
C (-1.823, -2.217, 0.193)
C (-0.760, -1.572, -0.647)
C (-0.016, -2.344, -1.530)
C (1.020, -1.774, -2.247)
C (1.330, -0.429, -2.089)
C (2.510, 0.176, -2.809)
N (3.725, 0.016, -2.024)
C (4.067, 0.946, -1.110)
C (5.013, 1.053, -0.083)
N (5.989, 0.293, 0.439)
C (6.104, -1.130, 0.207)
C (5.451, -1.883, 1.376)
O (6.053, -1.515, 2.593)
C (5.941, -0.127, 2.832)
C (6.588, 0.684, 1.702)
C (4.605, 2.439, 0.217)
O (4.949, 3.265, 1.032)
C (3.588, 2.319, -0.894)
O (2.725, 3.009, -1.391)
C (0.593, 0.339, -1.195)
C (-0.445, -0.229, -0.479)
N (-3.098, -1.996, -0.186)
C (-4.185, -2.511, 0.618)
C (-5.258, -1.489, 0.826)
C (-5.303, -0.314, 0.203)
C (-6.375, 0.658, 0.476)
C (-6.756, 0.921, 1.791)
C (-7.765, 1.824, 2.068)
C (-8.415, 2.479, 1.036)
C (-8.049, 2.223, -0.274)
C (-7.036, 1.324, -0.553)
C (-4.233, 0.066, -0.787)
C (-3.521, -1.186, -1.301)
H (-0.252, -3.391, -1.651)
H (1.590, -2.379, -2.938)
H (2.667, -0.314, -3.774)
H (2.354, 1.244, -2.964)
H (4.006, -0.943, -1.866)
H (5.646, -1.403, -0.743)
H (7.169, -1.382, 0.173)
H (5.592, -2.960, 1.278)
H (4.372, -1.657, 1.400)
H (6.444, 0.058, 3.781)
H (4.881, 0.156, 2.920)
H (6.438, 1.750, 1.864)
H (7.659, 0.462, 1.657)
H (0.834, 1.383, -1.067)
H (-1.007, 0.370, 0.222)
H (-3.762, -2.826, 1.578)
H (-4.616, -3.404, 0.139)
H (-6.038, -1.778, 1.515)
H (-6.241, 0.421, 2.598)
H (-8.043, 2.020, 3.093)
H (-9.203, 3.185, 1.252)
H (-8.556, 2.726, -1.085)
H (-6.777, 1.122, -1.582)
H (-4.658, 0.619, -1.625)
H (-3.512, 0.726, -0.295)
H (-2.659, -0.921, -1.915)
H (-4.219, -1.776, -1.908)

Properties
SMILES	O=C(c1ccc(CNc2c(N3CCOCC3)c(=O)c2=O)cc1)N1CC=C(c2ccccc2)CC1
multiplicity	1
highest occupied orbital energy	-7.92	eV
E_tot	-41096.5546	eV
HOMO-LUMO gap	8.342	eV

---

# 3
A structure of composition C27H27N4OSSiTc, computed with ωB97M-V/def2-TZVPD.

Cartesian coordinates (Å):
Tc (0.627, -1.547, 0.311)
O (-0.858, -3.164, -3.307)
C (-0.590, -2.830, -2.144)
N (0.369, -1.974, -1.758)
C (1.250, -1.417, -2.737)
C (2.505, -0.963, -2.044)
C (3.612, -0.515, -2.762)
C (4.730, -0.076, -2.086)
C (4.739, -0.096, -0.697)
C (3.612, -0.556, -0.048)
N (2.526, -0.979, -0.706)
C (-1.282, -3.380, -0.949)
C (-2.342, -4.259, -1.063)
C (-2.966, -4.780, 0.056)
C (-2.461, -4.381, 1.307)
C (-1.408, -3.515, 1.386)
N (-0.786, -2.978, 0.284)
H (0.815, -0.542, -3.243)
H (1.498, -2.144, -3.520)
H (3.567, -0.510, -3.843)
H (5.593, 0.282, -2.635)
H (5.590, 0.240, -0.121)
H (3.549, -0.585, 1.030)
H (-2.650, -4.507, -2.071)
H (-3.802, -5.460, -0.027)
H (-2.894, -4.749, 2.230)
H (-1.005, -3.189, 2.334)
C (-0.181, 3.851, -2.931)
Si (-1.554, 3.739, -1.668)
C (-3.106, 4.262, -2.601)
C (-1.256, 4.991, -0.307)
C (-1.878, 2.064, -0.889)
C (-3.186, 1.663, -0.692)
C (-3.486, 0.437, -0.096)
C (-2.423, -0.365, 0.251)
N (-1.146, -0.005, 0.102)
C (-0.840, 1.205, -0.423)
S (0.818, 1.669, -0.497)
H (-0.273, 4.820, -3.432)
H (-0.264, 3.063, -3.682)
H (0.796, 3.757, -2.464)
H (-2.945, 5.254, -3.031)
H (-4.005, 4.317, -1.984)
H (-3.310, 3.570, -3.423)
H (-1.072, 5.990, -0.711)
H (-0.386, 4.687, 0.279)
H (-2.117, 5.043, 0.365)
H (-4.003, 2.297, -1.020)
H (-4.501, 0.100, 0.060)
H (-2.592, -1.346, 0.682)
C (1.082, -1.364, 1.972)
C (1.451, -0.955, 3.326)
C (1.641, 0.404, 3.588)
C (1.987, 0.819, 4.866)
C (2.136, -0.113, 5.886)
C (1.936, -1.464, 5.633)
C (1.601, -1.887, 4.354)
H (1.495, 1.117, 2.784)
H (2.133, 1.873, 5.067)
H (2.403, 0.215, 6.884)
H (2.047, -2.191, 6.429)
H (1.455, -2.939, 4.141)

Properties
expectation value of S²	1.160
multiplicity	2
highest occupied orbital energy (alpha / beta)	-3.61 / -2.53	eV
net charge	-1
E_tot	-57358.7578	eV
HOMO-LUMO gap (alpha / beta)	6.406 / 5.329	eV

---

What did the first record say?
A cluster of 2 separate species, C27H27N3O2 in total at a distorted geometry, computed with ωB97M-V/def2-TZVPD.

Cartesian coordinates (Å):
N (-2.370, -0.289, -7.455)
C (-1.787, -0.478, -6.455)
C (-1.130, -0.670, -5.182)
C (-1.111, -1.930, -4.551)
C (-0.608, -2.065, -3.256)
C (-0.063, -0.942, -2.578)
C (0.529, -1.028, -1.254)
C (1.710, -0.410, -0.996)
C (2.586, -0.787, 0.116)
C (4.006, -0.278, 0.075)
C (4.570, 0.417, -1.011)
C (5.865, 0.949, -0.933)
C (6.641, 0.745, 0.215)
C (6.121, -0.018, 1.274)
C (4.824, -0.531, 1.192)
O (2.196, -1.490, 1.062)
C (-0.029, 0.302, -3.252)
C (-0.570, 0.437, -4.526)
H (-1.486, -2.796, -5.107)
H (-0.592, -3.050, -2.778)
H (0.069, -1.667, -0.510)
H (2.091, 0.331, -1.715)
H (3.982, 0.570, -1.915)
H (6.264, 1.534, -1.764)
H (7.655, 1.156, 0.282)
H (6.720, -0.200, 2.170)
H (4.412, -1.108, 2.022)
H (0.426, 1.169, -2.763)
H (-0.550, 1.404, -5.037)
C (0.551, 0.300, 4.542)
C (0.683, 0.956, 3.186)
N (-0.581, 1.149, 2.457)
C (-1.354, 2.345, 2.864)
C (-1.198, 3.531, 1.928)
C (-1.184, 0.090, 1.795)
C (-2.379, 0.397, 1.068)
N (-3.320, -0.547, 0.711)
C (-3.280, -1.881, 1.083)
C (-4.251, -2.762, 0.634)
C (-5.228, -2.345, -0.280)
C (-5.270, -0.990, -0.622)
C (-4.356, -0.102, -0.099)
O (-0.687, -1.057, 1.813)
H (1.542, 0.128, 4.973)
H (-0.018, 0.937, 5.228)
H (0.045, -0.664, 4.467)
H (1.079, 1.972, 3.310)
H (1.350, 0.387, 2.535)
H (-2.408, 2.032, 2.903)
H (-1.026, 2.589, 3.888)
H (-1.714, 4.392, 2.362)
H (-0.143, 3.783, 1.785)
H (-1.640, 3.322, 0.951)
H (-2.662, 1.429, 0.869)
H (-2.428, -2.201, 1.679)
H (-4.235, -3.792, 0.981)
H (-5.933, -3.044, -0.729)
H (-6.012, -0.589, -1.316)
H (-4.317, 0.959, -0.335)

Properties
multiplicity	1
highest occupied orbital energy	-6.95	eV
E_tot	-37000.1557	eV
HOMO-LUMO gap	6.251	eV

---

Question: Number 1 is which compound?
Answer: C27H27N3O2

---

Repeat the first record exactly.
A cluster of 2 separate species, C27H27N3O2 in total at a distorted geometry, computed with ωB97M-V/def2-TZVPD.

Cartesian coordinates (Å):
N (-2.370, -0.289, -7.455)
C (-1.787, -0.478, -6.455)
C (-1.130, -0.670, -5.182)
C (-1.111, -1.930, -4.551)
C (-0.608, -2.065, -3.256)
C (-0.063, -0.942, -2.578)
C (0.529, -1.028, -1.254)
C (1.710, -0.410, -0.996)
C (2.586, -0.787, 0.116)
C (4.006, -0.278, 0.075)
C (4.570, 0.417, -1.011)
C (5.865, 0.949, -0.933)
C (6.641, 0.745, 0.215)
C (6.121, -0.018, 1.274)
C (4.824, -0.531, 1.192)
O (2.196, -1.490, 1.062)
C (-0.029, 0.302, -3.252)
C (-0.570, 0.437, -4.526)
H (-1.486, -2.796, -5.107)
H (-0.592, -3.050, -2.778)
H (0.069, -1.667, -0.510)
H (2.091, 0.331, -1.715)
H (3.982, 0.570, -1.915)
H (6.264, 1.534, -1.764)
H (7.655, 1.156, 0.282)
H (6.720, -0.200, 2.170)
H (4.412, -1.108, 2.022)
H (0.426, 1.169, -2.763)
H (-0.550, 1.404, -5.037)
C (0.551, 0.300, 4.542)
C (0.683, 0.956, 3.186)
N (-0.581, 1.149, 2.457)
C (-1.354, 2.345, 2.864)
C (-1.198, 3.531, 1.928)
C (-1.184, 0.090, 1.795)
C (-2.379, 0.397, 1.068)
N (-3.320, -0.547, 0.711)
C (-3.280, -1.881, 1.083)
C (-4.251, -2.762, 0.634)
C (-5.228, -2.345, -0.280)
C (-5.270, -0.990, -0.622)
C (-4.356, -0.102, -0.099)
O (-0.687, -1.057, 1.813)
H (1.542, 0.128, 4.973)
H (-0.018, 0.937, 5.228)
H (0.045, -0.664, 4.467)
H (1.079, 1.972, 3.310)
H (1.350, 0.387, 2.535)
H (-2.408, 2.032, 2.903)
H (-1.026, 2.589, 3.888)
H (-1.714, 4.392, 2.362)
H (-0.143, 3.783, 1.785)
H (-1.640, 3.322, 0.951)
H (-2.662, 1.429, 0.869)
H (-2.428, -2.201, 1.679)
H (-4.235, -3.792, 0.981)
H (-5.933, -3.044, -0.729)
H (-6.012, -0.589, -1.316)
H (-4.317, 0.959, -0.335)

Properties
multiplicity	1
highest occupied orbital energy	-6.95	eV
E_tot	-37000.1557	eV
HOMO-LUMO gap	6.251	eV